# 1
Density functional theory data (ωB97M-V/def2-TZVPD) for 2 unconnected molecules or ions with the total composition C8H19NO at a distorted geometry.

The geometry in XYZ format:
```
29
C8H19NO ωB97M-V/def2-TZVPD
C 1.2737 -0.6357 0.1646
C 2.2993 -1.7752 0.5022
C 1.5432 -1.1189 -2.2543
C 1.0036 2.2254 -0.3149
C 1.1131 1.2874 -1.4860
O 0.8605 1.4695 -2.6577
N 1.5029 -0.0805 -1.1990
H 0.2356 -0.9207 0.1687
H 1.4821 -0.0202 1.0070
H 2.7863 -2.3020 -0.4566
H 1.7502 -2.7514 0.5855
H 0.5185 -1.2899 -2.6386
H 0.8893 3.2937 -0.6949
H 2.7692 -1.7749 1.4600
H 1.7531 -0.6192 -3.1954
H 2.0272 -2.0513 -2.0385
H 0.1962 2.0266 0.3552
H 2.0362 2.3139 0.0613
C -2.4842 -0.1744 1.4926
C -3.0179 -0.1043 0.0671
C -1.5586 0.9666 1.9577
H -3.4307 0.0785 2.0281
H -2.0762 -1.1035 1.7945
H -4.0434 0.2413 -0.0313
H -2.1317 1.8470 2.3400
H -0.8613 0.5686 2.6641
H -3.1857 -1.1770 -0.1464
H -2.2866 0.3309 -0.6405
H -0.9639 1.2494 1.1056
```

Results
**E_tot**: -446.10555 hartree
**Kohn-Sham gap**: 9.5670 eV
**Largest force on an atom**: 5.4 eV/Å
**HOMO level**: -8.74 eV
**M**: 145.2 Da
**Relative energy (zero: lowest compared OMol25 entry of this formula, charge and spin)**: 333.9 kJ/mol

# 2
Density functional theory data (ωB97M-V/def2-TZVPD) for 2 unconnected molecules or ions with the total composition C8H19NO6 at a distorted geometry.

The geometry in XYZ format:
```
34
C8H19NO6 ωB97M-V/def2-TZVPD
N -3.2521 -0.4406 3.2116
C -2.4804 -1.3527 2.2842
O -1.4464 -0.6093 1.4900
C -0.1901 -1.3487 1.8467
O 0.2189 -2.3287 1.0325
O 0.4985 -0.8851 3.0659
C 1.5615 0.0492 2.6180
C 1.2324 1.6317 2.9064
O -0.0119 2.1217 2.2750
H -3.4336 0.4636 2.6929
H -2.7184 -0.2316 4.0882
H -3.1363 -1.9137 1.4846
H -1.9735 -2.2077 2.9399
H 2.5407 -0.2165 3.2306
H 1.6882 -0.1202 1.4550
H 2.1667 2.2876 2.5683
H 1.1439 1.7970 4.0735
H 0.1776 2.6487 1.4410
C 0.0169 0.2854 -4.7238
O -0.1757 -0.8096 -3.8351
C 1.0397 -1.2031 -3.1901
C 1.0905 -0.6981 -1.7464
O 1.2026 0.7277 -1.6969
C -0.0349 1.3536 -1.3757
H -0.9652 0.6479 -5.0394
H 0.5527 1.1082 -4.2421
H 0.5675 -0.0485 -5.6078
H 1.9138 -0.8605 -3.7577
H 1.0536 -2.2982 -3.1810
H 1.9859 -1.1032 -1.2638
H 0.2182 -1.0432 -1.1775
H -0.2778 1.1763 -0.3229
H -0.8479 0.9905 -2.0098
H 0.0743 2.4300 -1.5341
```

Results
**E_tot**: -822.23164 hartree
**Kohn-Sham gap**: 9.6834 eV
**Largest force on an atom**: 9.0 eV/Å
**HOMO level**: -9.17 eV
**M**: 225.2 Da

# 3
Density functional theory data (ωB97M-V/def2-TZVPD) for a molecular structure, C8H19NS2Se4Sn at a distorted geometry.

The geometry in XYZ format:
```
35
C8H19NS2Se4Sn ωB97M-V/def2-TZVPD
Sn -0.2816 -0.0221 0.2107
S -0.4747 -2.6217 -0.5873
S -0.5034 2.5991 -0.4778
C 0.7833 -3.4587 0.4579
C 0.4592 -2.4398 -2.1791
C 1.2897 -1.1898 -2.4341
N 0.4852 0.0341 -2.1567
C 1.1751 1.3176 -2.4639
C 0.2559 2.4909 -2.1673
H -0.3131 -2.5204 -2.9561
H 1.0896 -3.3362 -2.2393
H 1.5733 -1.1761 -3.4957
H 2.2108 -1.1646 -1.8547
H 1.4152 1.3256 -3.5368
H 2.1173 1.3707 -1.9190
H -0.5862 2.4809 -2.8695
H 0.7885 3.4381 -2.3112
C 0.8764 3.3795 0.4527
H -0.3589 -0.0125 -2.7204
H 1.8247 2.8578 0.2721
H 0.6440 3.3390 1.5256
H 0.9322 4.4365 0.1330
H 0.4699 -3.4013 1.5110
H 1.7668 -2.9827 0.3450
H 0.8045 -4.5198 0.1489
C -3.0856 -0.0429 -0.1487
C -2.8086 -0.0789 -1.4788
H -3.4133 0.8842 0.3394
H -3.2834 -0.9575 0.4303
H -2.8653 0.8294 -2.0927
H -2.7963 -1.0212 -2.0415
Se -1.4468 0.4159 2.6619
Se 0.3466 -0.6451 3.7063
Se 2.2248 0.5930 2.9918
Se 2.5735 -0.0869 0.7981
```

Results
**E_tot**: -10987.34361 hartree
**Kohn-Sham gap**: 5.5792 eV
**Largest force on an atom**: 2.0 eV/Å
**HOMO level**: -5.54 eV
**M**: 627.9 Da

# 4
Density functional theory data (ωB97M-V/def2-TZVPD) for a molecular structure, C8H20Ag4FO4 at a distorted geometry.

The geometry in XYZ format:
```
37
C8H20Ag4FO4 ωB97M-V/def2-TZVPD
Ag 1.1933 2.5221 -1.3012
Ag -1.5428 2.5101 -1.3815
Ag 0.0859 0.2251 -1.6561
Ag -0.3651 2.4229 0.8787
F -0.1616 1.6164 -0.6297
C 0.8685 0.0510 0.6794
O -0.0897 -0.6438 -0.0883
C 0.3321 -2.0043 -0.4610
C 0.1401 -2.3288 -1.9802
O 0.8989 -1.2958 -2.7202
C 1.0235 -1.5595 -4.1208
H 1.5997 0.3924 -0.0533
H 1.3369 -0.5693 1.4435
H 0.5841 0.9139 1.2816
H -0.2216 -2.6528 0.2179
H 1.3144 -2.1890 -0.0263
H -0.9128 -2.2224 -2.2411
H 0.3528 -3.3722 -2.2133
H 1.8941 -2.1973 -4.2732
H 1.2901 -0.6940 -4.7273
H 0.1608 -2.0127 -4.6092
C -2.7836 0.8522 -0.1253
O -1.6547 1.0271 0.7474
C -1.5812 0.3941 1.9925
C -0.1462 0.3975 2.4612
O 0.6670 1.5942 2.1830
C 1.9302 1.5706 2.7564
H -2.9291 -0.0678 -0.6915
H -2.7397 1.6128 -0.9048
H -3.6274 1.1789 0.4825
H -1.7593 -0.6441 1.7122
H -2.4129 0.4582 2.6941
H 0.3866 -0.5507 2.3895
H -0.1285 0.4649 3.5490
H 2.4490 2.5289 2.7302
H 2.6282 0.9553 2.1887
H 1.9196 1.3163 3.8163
```

Results
**E_tot**: -1303.41633 hartree
**Kohn-Sham gap**: 6.3112 eV
**Largest force on an atom**: 19.2 eV/Å
**HOMO level**: -18.95 eV
**Charge**: +3
**M**: 630.7 Da
**Relative energy (zero: lowest compared OMol25 entry of this formula, charge and spin)**: 1989.9 kJ/mol

# 5
Density functional theory data (ωB97M-V/def2-TZVPD) for a molecular structure, C8H20AgClFNO7 at a distorted geometry.

The geometry in XYZ format:
```
39
C8H20AgClFNO7 ωB97M-V/def2-TZVPD
Ag 0.0627 0.0424 1.6535
F 2.6534 0.1335 1.7328
Cl 0.0378 0.7989 4.4165
N 1.5709 3.3748 1.2516
O 2.3841 3.7697 0.4307
O 0.8265 2.4065 0.9678
O 1.4995 3.8834 2.3913
C 0.3401 -3.0511 2.7707
O -0.4717 -2.1810 2.0301
C -1.8715 -2.6504 1.8654
C -2.5768 -1.8684 0.7614
O -2.3207 -0.4843 0.9497
C -2.9674 0.3184 -0.0715
H 1.1782 -2.4888 3.1825
H 0.5793 -3.9369 2.1823
H -0.2658 -3.4391 3.5895
H -2.4653 -2.5842 2.7771
H -1.8216 -3.7292 1.7181
H -3.6542 -2.0279 0.7166
H -2.1243 -2.1533 -0.1884
H -2.6072 1.3388 0.0589
H -4.0171 0.3672 0.2180
H -2.8833 0.0063 -1.1125
C 2.3451 3.0058 -2.8670
O 1.6913 2.1573 -1.9765
C 0.7911 1.2753 -2.7444
C -0.0402 0.6031 -1.6309
O 0.6750 -0.2107 -0.6947
C 1.3410 -1.3558 -1.1942
H 2.6905 2.5502 -3.7951
H 3.2071 3.5618 -2.4986
H 1.7031 3.8486 -3.1233
H 1.4232 0.5445 -3.2490
H 0.1721 1.7865 -3.4817
H -0.8865 0.0721 -2.0665
H -0.5733 1.3930 -1.1018
H 1.7385 -1.9616 -0.3798
H 2.1582 -1.2209 -1.9027
H 0.4783 -1.8946 -1.5861
```

Results
**E_tot**: -1605.00147 hartree
**Kohn-Sham gap**: 5.1277 eV
**Largest force on an atom**: 3.1 eV/Å
**HOMO level**: -0.56 eV
**Charge**: -2
**M**: 404.6 Da

# 6
Density functional theory data (ωB97M-V/def2-TZVPD) for 2 unconnected molecules or ions with the total composition C8H20BF3NO3P2 at a distorted geometry.

The geometry in XYZ format:
```
38
C8H20BF3NO3P2 ωB97M-V/def2-TZVPD
C 3.1041 -2.7073 -0.2515
C 2.1914 -1.3873 0.0809
O 1.2450 -1.5668 1.2111
B 0.0339 -2.1417 0.5933
P -1.4015 -1.1789 -0.2302
N -1.9787 -1.9384 -1.5774
P -0.1645 -4.0849 0.6424
C 0.2242 -4.7407 -1.1125
C -2.0473 -4.3015 1.0766
H 2.9359 -2.9754 -1.4009
H 2.8622 -3.6563 0.3921
H 4.2302 -2.3858 -0.1272
H 1.5125 -1.1369 -0.8629
H 2.8313 -0.4296 0.3483
H -0.9684 0.1751 -0.5612
H -2.5049 -1.1037 0.6996
H -1.8913 -1.2922 -2.4010
H -0.1029 -5.8586 -1.2915
H -0.3327 -4.0387 -1.8698
H 1.3879 -4.6239 -1.3315
H -2.3150 -5.3828 1.4351
H -2.7582 -3.8816 0.2300
H -2.2193 -3.5805 2.0109
C 0.3446 5.4548 1.4608
C -1.0336 4.8227 1.4361
O -1.5108 4.5565 0.1224
C -1.0619 3.3521 -0.5624
O -1.2546 2.2795 0.1993
C 0.4016 3.4614 -1.1457
F 0.6347 4.7114 -1.6431
F 0.5870 2.6143 -2.1987
F 1.3968 3.2081 -0.2621
H 0.4635 6.1837 0.6542
H 0.5168 5.9538 2.4199
H 1.1264 4.7018 1.3521
H -1.7345 5.5555 1.8529
H -1.0881 3.9493 2.0944
H -1.6615 3.4135 -1.4829
```

Results
**E_tot**: -1604.35896 hartree
**Kohn-Sham gap**: 6.1038 eV
**Largest force on an atom**: 3.1 eV/Å
**HOMO level**: -4.20 eV
**Charge**: -1
**M**: 308.0 Da
**Relative energy (zero: lowest compared OMol25 entry of this formula, charge and spin)**: 277.1 kJ/mol

# 7
Density functional theory data (ωB97M-V/def2-TZVPD) for a molecular structure, C8H20Cl4IN3O6P3S2 at a distorted geometry.

The geometry in XYZ format:
```
47
C8H20Cl4IN3O6P3S2 ωB97M-V/def2-TZVPD
C -4.2182 3.1029 -0.5944
S -2.5070 3.7829 -0.9557
O -2.4457 3.8940 -2.4736
O -2.4986 5.1839 -0.4115
C -1.1587 2.6824 -0.3096
P -0.4985 1.4615 -1.6472
N -1.9402 0.6379 -2.2892
O 0.3889 0.2176 -0.8820
O -1.9243 1.7483 0.5191
P -1.7874 2.0027 2.2435
P -1.8480 1.9922 4.4326
N -3.5795 2.1705 4.8256
O -1.3628 0.4027 4.8682
O -0.6383 3.3213 2.0486
C -0.0645 3.3123 0.7243
I 0.8734 5.2298 0.1040
N 1.1768 2.4526 0.9769
C 2.1093 2.7220 0.1106
S 3.0671 2.4732 -1.2390
H -4.5184 3.5726 0.3917
H -4.8718 3.5538 -1.4208
H -4.2377 1.9713 -0.5774
H -1.5868 -0.0228 -3.0048
H -2.2275 0.0139 -1.5043
H 1.3532 0.3746 -0.9083
H -2.8252 3.0047 2.0886
H -2.9293 1.0813 2.3295
H -0.8193 0.9300 2.1998
H -3.8679 3.0739 4.4010
H -4.0661 1.4682 4.2261
H -1.7649 -0.2544 4.2455
Cl 0.8672 -5.5433 -1.1194
C 1.1765 -3.7880 -1.0780
C 0.1644 -3.0085 -1.8903
Cl 0.3373 -3.3003 -3.6408
H 2.1934 -3.6154 -1.4319
H 1.1239 -3.4827 -0.0316
H 0.3086 -1.9378 -1.7326
H -0.8585 -3.2598 -1.6054
Cl 4.9748 -3.0343 -1.6747
C 6.1634 -4.3333 -1.4065
C 5.5032 -5.6823 -1.2064
Cl 4.6113 -5.7738 0.3320
H 6.7789 -4.0575 -0.5492
H 6.8035 -4.3629 -2.2901
H 6.2631 -6.4653 -1.1780
H 4.8071 -5.9124 -2.0147
```

Results
**E_tot**: -4891.36737 hartree
**Kohn-Sham gap**: 6.1586 eV
**Largest force on an atom**: 6.7 eV/Å
**HOMO level**: -4.58 eV
**Charge**: -1
**M**: 680.0 Da